1.
The following is a quantum chemistry calculation of the ion C4H7IN with charge +1 at a distorted geometry, from the OMol25 dataset.

The geometry in XYZ format:
```
13
C4H7IN, DFT wB97M-V/def2-TZVPD
C -1.0645 -0.7039 -0.0163
C 0.2808 -0.6080 0.6367
C 1.4328 -0.1242 -0.2353
C -1.0240 0.0967 -1.3392
N 0.9009 0.7244 0.8355
I -1.2379 2.0352 -1.4918
H -1.4915 -1.7202 -0.0418
H -1.7124 -0.1182 0.5141
H 0.3883 -1.1191 1.5384
H 2.4570 -0.3720 -0.1858
H -0.9097 -0.6834 -2.1570
H 0.3202 1.4865 0.4975
H 1.6601 1.1063 1.4449
```

* highest occupied orbital energy (alpha / beta): -12.3 / -14.2 eV
* total charge: +1
* HOMO-LUMO gap (alpha / beta): 6.3823 / 9.5044 eV

---

2.
The following is a quantum chemistry calculation of a structure of composition C23H29CoN3O2PS2 at a distorted geometry, from the OMol25 dataset.

The geometry in XYZ format:
```
61
C23H29CoN3O2PS2, DFT wB97M-V/def2-TZVPD
Co 0.0293 -1.2834 0.3273
C 2.3554 -2.1658 -1.9515
C 2.7338 -1.8988 -0.5389
C 4.0940 -1.8314 -0.1994
C 4.4744 -1.8780 1.1532
C 3.5073 -1.9618 2.1476
C 2.1948 -2.0021 1.7575
N 1.8036 -1.8274 0.4571
C 1.1305 -2.0829 2.6569
C 1.1960 -2.2193 4.0440
C -0.0161 -2.2231 4.7099
C -1.2152 -2.0809 4.0460
C -1.2178 -1.8273 2.6935
N -0.0317 -1.9263 2.0200
C -2.2238 -1.5387 1.7676
C -3.4940 -1.0928 2.0938
C -4.3906 -0.9042 1.0553
C -4.0280 -1.2423 -0.2917
C -2.7385 -1.6710 -0.5417
C -2.4673 -2.3884 -1.8245
N -1.7784 -1.6846 0.4486
H 3.0632 -2.9476 -2.2653
H 2.5296 -1.2341 -2.5604
H 1.3095 -2.4780 -2.0396
H 4.8323 -1.8490 -1.0195
H 5.5401 -1.9849 1.4605
H 3.7322 -1.9385 3.2180
H 2.1365 -2.3872 4.5393
H -0.0542 -2.3630 5.8127
H -2.1998 -2.1948 4.5678
H -3.8073 -0.9684 3.1134
H -5.4067 -0.5992 1.2913
H -4.7649 -1.2122 -1.1015
H -3.4611 -2.7036 -2.2200
H -1.8099 -3.2672 -1.6794
H -2.0328 -1.6735 -2.6102
C 3.0189 1.8891 -0.5307
C 2.0917 2.9373 -1.1363
C 2.0423 2.8096 -2.6592
O 0.7353 2.9118 -0.6124
P -0.2108 1.7114 -0.2248
S 0.1295 0.9347 1.5361
S -0.0661 0.3281 -1.6729
O -1.6381 2.3657 -0.1386
C -2.4031 3.2505 -1.0640
C -1.5484 4.3489 -1.6358
C -3.0556 2.3981 -2.1718
H 4.0589 2.0854 -0.8188
H 2.6824 0.9222 -0.9083
H 2.8896 1.9109 0.5818
H 2.4141 3.9513 -0.8159
H 1.6745 1.8158 -2.9605
H 3.0550 3.0216 -3.0599
H 1.3917 3.5696 -3.0814
H -3.1675 3.6614 -0.3335
H -0.8984 3.9380 -2.3765
H -0.9338 4.9146 -0.9076
H -2.1508 5.0954 -2.1740
H -2.2748 1.8658 -2.7676
H -3.5380 3.1905 -2.7984
H -3.8230 1.7036 -1.8065
```

* expectation value of S²: 3.768
* highest occupied orbital energy (alpha / beta): -10.2 / -10.9 eV
* 2S+1: 4
* total charge: +1
* HOMO-LUMO gap (alpha / beta): 6.5209 / 7.1470 eV

---

3.
The following is a quantum chemistry calculation of a cluster of 4 separate species, C37H55BN8O14P in total at a distorted geometry, from the OMol25 dataset.

The geometry in XYZ format:
```
116
C37H55BN8O14P, DFT wB97M-V/def2-TZVPD
C 3.6891 -2.5487 1.1034
O 3.4996 -1.4564 0.1940
C 2.2122 -0.9195 0.4216
C 2.1703 0.6074 0.2345
C 0.6927 1.0271 0.3661
C 0.4756 2.4993 0.7630
C -0.8804 3.1103 0.3024
N -1.0152 3.1395 -1.1558
B -0.3831 4.3194 -1.8740
O 0.6952 4.1138 -2.6964
O -0.8409 5.6003 -1.6869
C -1.9806 5.8969 -2.5307
C -1.6185 2.2653 -1.9458
N -1.6697 2.4789 -3.2867
C -2.3017 1.4019 -3.7842
C -2.5140 1.2529 -5.2519
C -2.5822 2.6205 -5.9763
O -2.2117 2.4643 -7.3553
C -0.9953 3.1166 -7.5542
C 0.2669 2.3044 -7.2535
O -0.9307 4.2462 -7.9082
N -2.6480 0.5813 -2.8098
O -3.2819 -0.5828 -3.0681
C -4.6914 -0.5599 -2.6899
C -5.4852 -1.4455 -3.6623
N -6.9133 -1.1196 -3.5753
C -7.4254 -0.4274 -4.7760
C -6.7465 0.9142 -5.0869
C -6.2086 0.8974 -6.5558
O -7.6416 2.0144 -4.8846
N -2.2455 1.0879 -1.5651
P -2.5453 0.2815 -0.0487
C -2.2925 -1.5395 -0.3019
O -4.1638 0.4465 0.2895
H 2.7549 -3.1058 1.2608
H 4.4088 -3.2603 0.6887
H 3.9927 -2.1236 2.0695
H 1.8582 -1.1015 1.4529
H 1.4647 -1.4160 -0.2292
H 2.8523 1.1203 0.9182
H 2.4566 0.7805 -0.8140
H 0.2053 0.8439 -0.6002
H 0.1937 0.4067 1.1272
H 0.5430 2.6960 1.8391
H 1.2657 3.0834 0.2609
H -1.7433 2.7141 0.8422
H -0.8095 4.1560 0.6170
H 0.5688 4.7136 -3.4452
H -2.0101 6.9856 -2.6293
H -2.8874 5.5546 -2.0150
H -1.8676 5.4581 -3.5321
H -3.4284 0.7056 -5.5127
H -1.6853 0.7025 -5.7181
H -3.5815 3.0650 -5.8828
H -1.8848 3.3393 -5.5299
H 0.7242 2.6922 -6.3338
H 0.9731 2.4290 -8.0764
H -0.0219 1.2611 -7.0966
H -5.0964 0.4505 -2.5915
H -4.7601 -1.0503 -1.7102
H -5.3413 -2.5105 -3.4452
H -5.1333 -1.2740 -4.6956
H -7.4111 -1.9990 -3.5024
H -7.3121 -1.1166 -5.6327
H -8.5079 -0.2849 -4.6638
H -5.8618 1.1152 -4.4621
H -5.4672 1.7024 -6.6391
H -5.7343 -0.0772 -6.7154
H -7.0650 1.0607 -7.2157
H -7.0701 2.7509 -4.6412
H -1.6755 -1.7426 -1.1847
H -3.2504 -2.0680 -0.3763
H -1.7782 -1.8865 0.6003
H -4.3196 -0.0156 1.1274
C 3.7637 -6.8239 5.9155
C 3.4552 -5.8194 6.8255
C 2.8521 -4.6494 6.3923
C 2.5606 -4.5019 5.0467
C 2.8683 -5.4905 4.1268
C 3.4738 -6.6563 4.5676
N 1.9003 -3.2749 4.5878
O 1.6595 -2.4159 5.4108
O 1.6259 -3.1846 3.4027
H 4.2281 -7.7381 6.2551
H 3.6830 -5.9515 7.8747
H 2.6137 -3.8707 7.1025
H 2.6414 -5.3654 3.0777
H 3.7175 -7.4389 3.8612
C 10.1836 -8.9367 5.9063
C 9.2617 -9.0317 4.8719
C 7.9094 -9.1329 5.1552
C 7.4974 -9.1332 6.4767
C 8.4047 -9.0463 7.5182
C 9.7557 -8.9481 7.2276
N 6.0643 -9.2160 6.7811
O 5.2866 -9.3093 5.8458
O 5.7268 -9.1806 7.9462
H 11.2392 -8.8525 5.6820
H 9.5977 -9.0242 3.8439
H 7.1943 -9.2070 4.3487
H 8.0742 -9.0521 8.5469
H 10.4759 -8.8769 8.0313
C -0.3330 9.2124 4.1932
C -0.8717 9.9280 3.1320
C -1.0300 9.3223 1.8958
C -0.6486 8.0009 1.7402
C -0.1038 7.2776 2.7868
C 0.0543 7.8899 4.0194
N -0.8376 7.3476 0.4352
O -1.3014 8.0191 -0.4667
O -0.5269 6.1775 0.3288
H -0.2153 9.6865 5.1591
H -1.1711 10.9582 3.2694
H -1.4493 9.8818 1.0721
H 0.1963 6.2479 2.6558
H 0.4766 7.3357 4.8467
```

* highest occupied orbital energy: -11.3 eV
* total charge: +1
* HOMO-LUMO gap: 8.9324 eV

---

4.
The following is a quantum chemistry calculation of a structure of composition C30H33N4O2ScTe, from the OMol25 dataset.

The geometry in XYZ format:
```
71
C30H33N4O2ScTe, DFT wB97M-V/def2-TZVPD
Sc 0.5852 0.5512 0.9222
C -0.3040 -5.5191 4.0841
C -0.4751 -4.3129 3.2063
C -0.7461 -4.4129 1.8607
C -0.8918 -3.2745 1.0388
C -1.3185 -3.4890 -0.2956
N -1.6204 -2.5834 -1.1831
C -2.3626 -2.9209 -2.4127
C -2.4407 -1.8059 -3.4520
C -1.3189 -1.7185 -4.4835
N -0.0209 -1.2926 -3.9415
C 0.2568 -0.1948 -3.3045
C -0.5797 0.9303 -3.0486
C -1.5769 1.4764 -3.8822
C -2.2773 2.6048 -3.5140
C -3.2895 3.2418 -4.4252
C -2.0146 3.1694 -2.2542
C -1.0744 2.6487 -1.3802
C -0.8774 3.2418 -0.0619
N -0.2675 2.7111 0.9336
C -0.1676 3.5417 2.1484
C -0.6919 2.8694 3.4119
C 0.1484 1.7131 3.9377
N 0.0204 0.5157 3.1050
C -0.2968 -0.5876 3.6605
C -0.4594 -1.8649 2.9669
C -0.3706 -3.0233 3.7324
C -0.7092 -1.9706 1.5776
O -0.7896 -0.9278 0.7847
C -0.3078 1.5320 -1.7927
O 0.5824 1.0118 -1.0206
H -0.5903 -6.4301 3.5627
H -0.9106 -5.4400 4.9858
H 0.7369 -5.6228 4.3929
H -0.8744 -5.3929 1.4147
H -1.4702 -4.5211 -0.6015
H -1.5136 -1.6167 -0.8725
H -3.3830 -3.1545 -2.1047
H -1.9286 -3.8309 -2.8304
H -2.6155 -0.8450 -2.9636
H -3.3445 -1.9978 -4.0337
H -1.6033 -1.0452 -5.2896
H -1.1520 -2.6943 -4.9371
H 0.7379 -1.9557 -4.0314
H 1.2434 -0.1705 -2.8494
H -1.7685 1.0465 -4.8571
H -3.4880 2.6175 -5.2943
H -2.9349 4.2086 -4.7842
H -4.2338 3.4095 -3.9072
H -2.5870 4.0415 -1.9546
H -1.3193 4.2340 0.0613
H -0.7084 4.4788 1.9935
H 0.8881 3.7982 2.2817
H -1.7293 2.5536 3.2753
H -0.7024 3.6366 4.1887
H -0.1359 1.4820 4.9676
H 1.2054 1.9983 3.9495
H -0.4487 -0.6187 4.7421
H -0.1942 -2.9154 4.7978
Te 2.8580 -1.0700 0.9116
C 4.2013 0.5700 0.8450
C 5.2567 0.6290 1.7492
C 6.1440 1.6950 1.7124
C 5.9802 2.7139 0.7836
C 4.9267 2.6595 -0.1166
C 4.0415 1.5896 -0.0898
H 5.3940 -0.1570 2.4800
H 6.9681 1.7272 2.4126
H 6.6751 3.5421 0.7576
H 4.7994 3.4449 -0.8507
H 3.2359 1.5414 -0.8152
```

* highest occupied orbital energy: -11.9 eV
* total charge: +2
* HOMO-LUMO gap: 5.5016 eV

---

5.
The following is a quantum chemistry calculation of a structure of composition C59H60CrGe2N3O4S5 at a distorted geometry, from the OMol25 dataset.

The geometry in XYZ format:
```
134
C59H60CrGe2N3O4S5, DFT wB97M-V/def2-TZVPD
Cr 1.2285 -2.1508 0.0533
O 2.9478 -2.4432 -0.8258
C 3.5196 -3.4967 -1.1463
C 2.9171 -4.7818 -1.1301
C 3.6788 -5.9303 -1.3684
C 3.1021 -7.1684 -1.2532
C 1.7434 -7.3020 -0.9055
C 0.9712 -6.1959 -0.7021
C 1.5227 -4.8948 -0.8152
O 0.7958 -3.8559 -0.6439
N 3.9010 -8.3557 -1.4767
O 3.3910 -9.4377 -1.2438
O 5.0406 -8.2115 -1.8847
H 4.5724 -3.4307 -1.4452
H 4.7297 -5.8489 -1.6151
H 1.3330 -8.2962 -0.8044
H -0.0735 -6.2704 -0.4327
C 1.9659 -0.1570 -5.7404
C 2.3843 0.6692 -4.5543
C 3.3102 0.1956 -3.6384
C 3.6566 0.9294 -2.5068
C 4.6898 0.3907 -1.5527
C 3.0247 2.1593 -2.2845
C 2.1146 2.6698 -3.2176
C 1.4435 3.9928 -2.9663
C 1.8169 1.9217 -4.3456
C 3.3472 2.9236 -1.0462
C 4.4509 3.7720 -1.0317
C 4.8466 4.3904 0.1411
C 4.1436 4.1655 1.3128
C 3.0194 3.3449 1.3248
C 2.6143 2.7385 0.1290
Ge 1.1606 1.3623 0.1846
S 2.0917 -0.4055 1.1416
S 0.1177 0.6746 -1.7347
Ge -1.5197 0.1150 -0.2538
S -0.9744 -1.8753 0.5404
S -0.7899 1.5706 1.3382
C -3.4400 0.3687 -0.7635
C -4.0495 1.6265 -0.6725
C -5.3994 1.7507 -0.9977
C -6.1463 0.6578 -1.3966
C -5.5369 -0.5783 -1.5075
C -4.1852 -0.7338 -1.2111
C -3.5947 -2.0760 -1.4764
C -3.8115 -3.1376 -0.5944
C -4.5200 -2.9057 0.7132
C -3.3429 -4.3988 -0.9370
C -2.6609 -4.6263 -2.1235
C -2.1531 -5.9963 -2.4830
C -2.4393 -3.5536 -2.9778
C -2.9052 -2.2810 -2.6777
C -2.6518 -1.1340 -3.6241
C -3.3614 2.8910 -0.2823
C -2.6291 3.6215 -1.2220
C -2.3712 3.1003 -2.6130
C -2.1464 4.8778 -0.8668
C -2.3936 5.4303 0.3798
C -1.9117 6.8185 0.7077
C -3.0959 4.6740 1.3107
C -3.5734 3.4096 1.0036
C -4.2791 2.5784 2.0425
C 2.2846 3.1120 2.5988
C 1.1048 3.8282 2.8398
C 0.6483 4.8905 1.8773
C 0.3815 3.5727 3.9963
C 0.8199 2.6455 4.9311
C -0.0230 2.3134 6.1327
C 2.0356 2.0101 4.7167
C 2.7835 2.2281 3.5648
C 4.0751 1.4804 3.3689
H 2.5883 -1.0447 -5.8443
H 2.0241 0.4255 -6.6606
H 0.9305 -0.4815 -5.6142
H 3.7783 -0.7706 -3.7967
H 5.3548 -0.3029 -2.0686
H 4.2123 -0.1503 -0.7336
H 5.2856 1.1881 -1.1112
H 0.7611 3.9120 -2.1138
H 0.8714 4.3095 -3.8376
H 2.1738 4.7666 -2.7263
H 1.1068 2.3066 -5.0704
H 5.0155 3.9091 -1.9465
H 5.7178 5.0334 0.1482
H 4.4565 4.6345 2.2384
H -5.8561 2.7320 -0.9446
H -7.1968 0.7744 -1.6315
H -6.0971 -1.4435 -1.8417
H -4.1227 -2.0161 1.2032
H -4.3789 -3.7557 1.3800
H -5.5902 -2.7498 0.5583
H -3.5142 -5.2264 -0.2556
H -2.6398 -6.7704 -1.8894
H -1.0771 -6.0610 -2.3063
H -2.3274 -6.2127 -3.5374
H -1.8978 -3.7134 -3.9048
H -2.2640 -1.4955 -4.5756
H -1.9129 -0.4494 -3.1968
H -3.5630 -0.5646 -3.8107
H -2.6013 2.0408 -2.6925
H -1.3236 3.2415 -2.8822
H -2.9827 3.6350 -3.3442
H -1.5748 5.4452 -1.5955
H -0.9194 6.9941 0.2911
H -1.8721 6.9817 1.7846
H -2.5885 7.5641 0.2843
H -3.2764 5.0792 2.3017
H -4.2053 3.0396 3.0268
H -3.8239 1.5862 2.0868
H -5.3335 2.4416 1.7969
H 1.4679 5.5718 1.6396
H -0.1739 5.4563 2.3079
H 0.2959 4.4544 0.9404
H -0.5506 4.1025 4.1648
H -0.6260 3.1679 6.4390
H 0.5917 1.9942 6.9740
H -0.7059 1.4951 5.8887
H 2.4225 1.3231 5.4625
H 4.4634 1.1356 4.3268
H 4.8338 2.0928 2.8866
H 3.9033 0.6069 2.7355
C 0.1271 -5.2213 4.4230
N -0.0614 -3.8027 4.2165
C -0.9816 -3.0080 4.8784
C -0.8338 -1.7513 4.4145
N 0.1814 -1.7866 3.4882
C 0.6479 -3.0404 3.3480
S 1.8722 -3.5699 2.3120
H 0.6004 -5.4048 5.3879
H 0.7708 -5.6003 3.6341
H -0.8342 -5.7317 4.3897
H -1.6500 -3.4067 5.6201
H -1.3680 -0.8501 4.6535
H 0.5228 -1.0007 2.9441
```

* expectation value of S²: 0.767
* highest occupied orbital energy (alpha / beta): -7.7 / -7.8 eV
* 2S+1: 2
* HOMO-LUMO gap (alpha / beta): 6.8513 / 7.0696 eV

---

6.
The following is a quantum chemistry calculation of an isolated molecule of C23H29N3O5 at a distorted geometry, from the OMol25 dataset.

The geometry in XYZ format:
```
60
C23H29N3O5, DFT wB97M-V/def2-TZVPD
C -3.0305 -2.7692 0.7492
O -1.7184 -2.5750 0.2649
C -1.4878 -3.0403 -1.0444
C -1.6508 -1.9135 -2.0855
N -0.6626 -0.8693 -1.9050
C -0.8677 0.2420 -1.1767
O 0.0145 1.0655 -0.9596
C -2.2615 0.5086 -0.6087
N -2.1413 1.5269 0.4035
C -2.4596 1.2564 1.6943
O -3.1357 0.3003 2.0332
C -1.9470 2.2402 2.6588
C -2.1124 2.3000 4.0192
C -1.3660 3.4139 4.4571
C -0.8004 3.9477 3.3377
O -1.1423 3.2499 2.2488
C 0.6960 -1.1836 -2.3706
C 1.5257 -1.7663 -1.1987
O 1.8674 -2.9341 -1.1987
N 1.7809 -0.8873 -0.2285
C 2.2802 -1.2526 1.0806
C 1.1223 -1.6310 2.0284
C 0.8410 -0.3866 2.8893
C 1.7153 0.7261 2.3046
C 2.9159 -0.0246 1.7310
C 1.3420 -0.0115 -3.0749
C 0.5827 0.7819 -3.9272
C 1.1623 1.8342 -4.6106
C 2.5137 2.0971 -4.4652
C 3.2805 1.2964 -3.6377
C 2.6998 0.2468 -2.9469
H -3.1952 -3.8210 1.0088
H -3.7875 -2.4655 0.0179
H -3.1266 -2.1482 1.6386
H -0.4600 -3.4124 -1.0695
H -2.1646 -3.8655 -1.2952
H -1.5266 -2.3388 -3.0856
H -2.6510 -1.4840 -2.0215
H -2.9317 0.8433 -1.4109
H -2.6746 -0.3709 -0.1157
H -1.4270 2.2220 0.2204
H -2.6956 1.6257 4.6109
H -1.2627 3.7677 5.4620
H -0.1572 4.7940 3.1951
H 0.5971 -1.9980 -3.0993
H 1.4092 0.0508 -0.3324
H 2.9763 -2.0835 0.9403
H 1.4104 -2.4771 2.6505
H 0.2458 -1.9275 1.4535
H -0.2152 -0.1216 2.8809
H 1.1274 -0.5737 3.9251
H 2.0030 1.4629 3.0540
H 1.1855 1.2471 1.5054
H 3.5799 -0.3405 2.5362
H 3.4868 0.5672 1.0167
H -0.4720 0.5789 -4.0503
H 0.5577 2.4484 -5.2619
H 2.9667 2.9196 -4.9986
H 4.3374 1.4887 -3.5264
H 3.3082 -0.3777 -2.3104
```

* highest occupied orbital energy: -8.9 eV
* HOMO-LUMO gap: 9.6464 eV